[1]
ORCA calculation (the ωB97M-V functional and the def2-TZVPD basis) on 9 unconnected molecules or ions with the total composition C28H64F30N4O2P5 in a non-equilibrium geometry.

Values from the calculation:
E_tot (a.u.): -6178.30969
HOMO energy (eV): -7.55
LUMO energy (eV): -0.6

The geometry in ORCA input format:
```
! RIJCOSX wB97M-V def2-TZVPD def2/J DEFGRID3
* xyz -1 1
C 9.49 -5.09 -13.55
C 9.03 -4.08 -14.60
O 9.24 -2.90 -14.68
N 7.99 -4.56 -15.62
H 8.33 -4.16 -16.48
H 8.11 -5.56 -15.77
C 6.48 -4.40 -15.15
H 9.47 -6.15 -13.80
H 9.01 -5.06 -12.57
H 10.55 -4.91 -13.34
H 6.21 -3.35 -15.13
H 6.57 -4.99 -14.23
H 5.77 -4.86 -15.84
C 10.68 -10.61 -3.20
C 9.61 -9.68 -3.77
O 8.53 -9.47 -3.23
N 9.83 -8.96 -5.06
H 9.66 -7.98 -4.88
H 10.79 -8.97 -5.36
C 8.90 -9.52 -6.20
H 11.22 -11.17 -3.96
H 10.28 -11.35 -2.50
H 11.36 -10.02 -2.58
H 7.85 -9.41 -5.94
H 9.11 -10.57 -6.41
H 9.11 -8.89 -7.06
C 14.51 -15.96 -6.44
C 13.56 -16.82 -7.30
C 12.52 -16.16 -8.17
C 11.41 -17.18 -8.60
N 10.43 -16.82 -9.77
C 9.76 -18.13 -10.26
C 10.41 -18.31 -11.66
C 10.54 -16.91 -12.20
C 11.23 -16.26 -10.97
C 9.38 -15.79 -9.30
C 8.48 -16.23 -8.05
C 7.30 -15.38 -7.68
H 15.13 -16.57 -5.79
H 13.84 -15.45 -5.75
H 15.13 -15.25 -6.99
H 13.18 -17.58 -6.61
H 14.19 -17.38 -7.99
H 13.03 -15.56 -8.92
H 12.03 -15.48 -7.47
H 10.92 -17.47 -7.67
H 11.96 -18.01 -9.04
H 8.70 -17.92 -10.42
H 9.84 -18.94 -9.53
H 9.70 -18.99 -12.14
H 11.43 -18.67 -11.62
H 9.61 -16.37 -12.33
H 11.08 -16.94 -13.15
H 11.42 -15.20 -10.86
H 12.22 -16.72 -10.94
H 8.78 -15.53 -10.17
H 9.94 -14.87 -9.16
H 9.19 -16.23 -7.22
H 8.09 -17.24 -8.13
H 7.46 -14.31 -7.60
H 6.91 -15.78 -6.74
H 6.52 -15.58 -8.41
C 9.14 -12.86 8.44
C 7.83 -12.28 7.86
C 6.99 -13.25 6.95
C 5.81 -12.51 6.36
N 4.96 -13.48 5.47
C 5.77 -14.15 4.34
C 5.01 -13.99 3.01
C 4.37 -12.62 3.28
C 3.92 -12.53 4.77
C 4.21 -14.59 6.26
C 3.30 -14.06 7.49
C 2.26 -15.20 7.83
H 9.66 -11.99 8.83
H 9.75 -13.21 7.61
H 8.95 -13.67 9.15
H 7.98 -11.32 7.38
H 7.15 -12.05 8.68
H 6.67 -14.09 7.57
H 7.74 -13.64 6.26
H 6.08 -11.65 5.75
H 5.12 -12.17 7.13
H 5.92 -15.22 4.47
H 6.73 -13.64 4.30
H 4.36 -14.86 2.90
H 5.56 -14.25 2.10
H 3.48 -12.43 2.67
H 5.09 -11.86 3.00
H 2.93 -12.97 4.86
H 4.00 -11.48 5.07
H 4.91 -15.35 6.59
H 3.55 -15.03 5.52
H 2.74 -13.16 7.24
H 3.78 -13.89 8.46
H 1.71 -15.46 6.92
H 1.57 -14.93 8.63
H 2.74 -16.16 8.04
P 14.37 -9.58 -8.61
F 13.23 -10.74 -8.38
F 13.20 -8.56 -9.04
F 14.16 -8.97 -7.11
F 15.52 -8.48 -8.96
F 15.44 -10.62 -8.08
F 14.37 -10.17 -10.06
P 6.29 -10.27 -13.06
F 6.75 -9.46 -14.40
F 6.76 -11.63 -13.79
F 7.75 -10.23 -12.43
F 5.69 -11.21 -11.84
F 5.96 -8.93 -12.29
F 4.73 -10.25 -13.67
P 15.49 -5.71 0.18
F 14.75 -4.25 0.43
F 16.25 -5.59 1.68
F 14.17 -6.40 0.78
F 16.25 -7.11 -0.09
F 14.81 -5.69 -1.30
F 16.81 -4.97 -0.55
P 12.43 -16.35 2.06
F 12.57 -14.71 1.88
F 14.02 -16.56 2.48
F 12.10 -16.21 3.68
F 12.24 -17.94 2.09
F 10.87 -16.42 1.63
F 12.81 -16.48 0.46
P 8.05 -2.95 -6.09
F 7.86 -4.14 -5.04
F 7.34 -3.83 -7.25
F 6.74 -2.13 -5.74
F 8.25 -1.93 -7.36
F 8.91 -2.04 -5.12
F 9.40 -3.68 -6.56
*
```



[2]
ORCA calculation (the ωB97M-V functional and the def2-TZVPD basis) on a single C4H10N2O2S molecule in a non-equilibrium geometry.

Values from the calculation:
Energy relative to the best compared isomer or geometry (same formula, charge and spin) (eV): 2.663
E_tot (a.u.): -816.46764
HOMO energy (eV): -7.56
LUMO energy (eV): 0.5

The geometry in ORCA input format:
```
! RIJCOSX wB97M-V def2-TZVPD def2/J DEFGRID3
* xyz 0 1
C 0.20 0.89 -1.35
C 1.06 1.14 -0.12
C -0.96 0.04 -0.93
C 0.44 -1.00 1.63
N -1.98 -2.13 -1.16
N -1.21 -1.11 -1.51
O 1.13 -1.57 2.76
O -0.34 0.12 2.01
S 1.81 -0.41 0.44
H -0.16 1.87 -1.72
H 0.72 0.36 -2.15
H 1.81 1.85 -0.39
H 0.62 1.65 0.83
H -1.22 0.29 0.05
H -0.27 -1.82 1.33
H -2.58 -1.71 -0.45
H -0.68 -1.41 -2.34
H 2.10 -1.43 2.76
H 0.05 0.58 2.74
*
```



[3]
ORCA calculation (the ωB97M-V functional and the def2-TZVPD basis) on a molecular structure, C2H7O3Sc in a non-equilibrium geometry.

Values from the calculation:
E_tot (a.u.): -1066.13461
HOMO energy (eV): -17.74
LUMO energy (eV): -11.8

The geometry in ORCA input format:
```
! RIJCOSX wB97M-V def2-TZVPD def2/J DEFGRID3
* xyz 2 1
O -0.09 -0.73 -0.83
C 0.93 0.19 -0.45
C 0.53 1.04 0.74
O 1.65 1.82 1.08
H -0.97 -0.37 -1.41
H 1.14 0.81 -1.33
H 1.82 -0.41 -0.19
H 0.22 0.39 1.57
H -0.34 1.67 0.46
H 1.47 2.29 1.90
Sc -0.71 -2.54 -0.08
O -2.40 -2.13 -0.94
H -3.25 -2.04 -0.51
*
```



[4]
ORCA calculation (the ωB97M-V functional and the def2-TZVPD basis) on 2 unconnected molecules or ions with the total composition C2H7NS2 in a non-equilibrium geometry.

Values from the calculation:
Energy relative to the best compared isomer or geometry (same formula, charge and spin) (eV): 0.957
E_tot (a.u.): -931.48842
SMILES string: C=CN.SS
HOMO energy (eV): -8.57
LUMO energy (eV): 0.3

The geometry in ORCA input format:
```
! RIJCOSX wB97M-V def2-TZVPD def2/J DEFGRID3
* xyz 0 1
C -0.37 -1.60 0.56
C -1.38 -0.77 0.35
N -1.32 0.63 0.28
H 0.69 -1.36 0.50
H -0.49 -2.67 0.67
H -2.35 -1.27 0.35
H -0.74 1.02 1.01
H -2.22 1.10 0.29
S 2.50 0.35 -1.50
S 1.86 2.29 -1.07
H 1.25 -0.14 -1.51
H 2.56 2.42 0.07
*
```



[5]
ORCA calculation (the ωB97M-V functional and the def2-TZVPD basis) on a molecular structure, H22O11Xe.

Values from the calculation:
Energy relative to the best compared isomer or geometry (same formula, charge and spin) (eV): 0.222
E_tot (a.u.): -1170.19854
HOMO energy (eV): -10.36
LUMO energy (eV): 0.2

The geometry in ORCA input format:
```
! RIJCOSX wB97M-V def2-TZVPD def2/J DEFGRID3
* xyz 0 1
Xe 13.17 14.57 5.91
O 15.77 14.53 8.83
H 16.36 14.77 9.55
H 15.46 15.37 8.48
O 11.46 14.91 2.08
H 12.06 14.17 2.24
H 10.62 14.62 2.44
O 9.80 15.21 7.43
H 9.71 15.67 6.60
H 9.04 15.47 7.95
O 11.14 17.95 8.02
H 11.13 17.01 8.17
H 10.28 18.25 8.32
O 15.14 17.15 7.90
H 14.65 17.43 7.12
H 15.84 17.80 7.98
O 11.80 17.58 3.56
H 11.70 16.79 3.04
H 12.52 17.38 4.17
O 13.87 17.96 5.62
H 13.31 18.69 5.86
H 14.37 18.28 4.87
O 15.16 11.75 7.58
H 16.06 11.61 7.29
H 15.21 12.54 8.11
O 13.23 12.64 2.63
H 14.11 12.79 2.27
H 13.39 12.22 3.47
O 14.32 11.38 4.78
H 14.53 10.46 4.61
H 15.03 11.68 5.35
O 12.67 10.86 7.86
H 12.32 10.64 6.99
H 13.50 11.30 7.68
*
```



[6]
ORCA calculation (the ωB97M-V functional and the def2-TZVPD basis) on 6 unconnected molecules or ions with the total composition C91H68BNO16.

Values from the calculation:
E_tot (a.u.): -4792.16685
SMILES string: CCC(=O)OCCc1cc2c(cc1B(N)O)C(=O)C=C(OC[C@@H](C)C(C)C)C2=O.O=C1c2ccccc2C(=O)c2ccccc21.O=C1c2ccccc2C(=O)c2ccccc21.O=C1c2ccccc2C(=O)c2ccccc21.O=C1c2ccccc2C(=O)c2ccccc21.O=C1c2ccccc2C(=O)c2ccccc21
HOMO energy (eV): -9.49
LUMO energy (eV): -1.2

The geometry in ORCA input format:
```
! RIJCOSX wB97M-V def2-TZVPD def2/J DEFGRID3
* xyz 0 1
C 2.29 -3.21 -8.20
C 3.58 -2.55 -8.71
C 4.64 -2.52 -7.66
O 5.37 -3.44 -7.44
O 4.70 -1.35 -6.97
C 4.82 -1.52 -5.55
C 3.44 -1.62 -4.88
C 3.26 -2.76 -3.89
C 4.08 -3.89 -3.95
C 3.90 -4.95 -3.07
C 2.93 -4.91 -2.08
C 2.11 -3.78 -2.00
C 2.24 -2.72 -2.91
B 1.18 -1.55 -2.72
N 0.57 -0.83 -3.83
O 0.80 -1.24 -1.43
C 2.79 -6.08 -1.17
O 2.48 -5.97 -0.02
C 3.07 -7.38 -1.81
C 4.00 -7.44 -2.78
O 4.32 -8.57 -3.44
C 4.19 -8.44 -4.85
C 2.74 -8.23 -5.32
C 2.53 -6.82 -5.91
C 2.35 -9.31 -6.34
C 0.82 -9.49 -6.39
C 2.94 -9.08 -7.74
C 4.74 -6.18 -3.15
O 5.89 -6.18 -3.48
H 2.50 -4.10 -7.62
H 1.70 -3.50 -9.06
H 1.69 -2.50 -7.64
H 3.40 -1.56 -9.10
H 3.97 -3.14 -9.53
H 5.48 -2.35 -5.33
H 5.32 -0.64 -5.17
H 3.23 -0.68 -4.41
H 2.69 -1.76 -5.66
H 4.87 -4.00 -4.68
H 1.36 -3.75 -1.22
H 1.02 0.07 -3.93
H 0.65 -1.35 -4.69
H -0.12 -1.46 -1.27
H 2.52 -8.25 -1.50
H 4.84 -7.66 -5.26
H 4.56 -9.38 -5.26
H 2.07 -8.30 -4.47
H 3.44 -6.41 -6.35
H 2.12 -6.13 -5.18
H 1.80 -6.87 -6.71
H 2.73 -10.27 -5.98
H 0.49 -9.86 -5.43
H 0.60 -10.21 -7.17
H 0.34 -8.55 -6.64
H 2.13 -9.00 -8.47
H 3.61 -8.23 -7.81
H 3.52 -9.95 -8.05
O -3.36 -1.20 -6.08
C -3.96 -0.15 -6.16
C -3.29 1.14 -5.81
C -1.96 1.13 -5.41
C -1.32 2.31 -5.11
C -2.00 3.52 -5.21
C -3.33 3.54 -5.59
C -3.98 2.35 -5.89
C -5.42 2.39 -6.28
O -6.03 3.44 -6.29
C -6.08 1.11 -6.65
C -7.41 1.12 -7.04
C -8.03 -0.06 -7.42
C -7.33 -1.26 -7.40
C -6.00 -1.28 -6.99
C -5.38 -0.10 -6.61
H -1.43 0.19 -5.33
H -0.28 2.30 -4.80
H -1.48 4.45 -4.98
H -3.87 4.48 -5.66
H -7.95 2.06 -7.06
H -9.07 -0.04 -7.73
H -7.81 -2.18 -7.70
H -5.45 -2.21 -6.96
O -0.84 4.22 -1.50
C -1.58 4.07 -0.55
C -1.18 4.49 0.82
C 0.07 5.08 1.00
C 0.46 5.50 2.26
C -0.39 5.33 3.35
C -1.63 4.74 3.18
C -2.03 4.31 1.91
C -3.35 3.65 1.75
O -4.07 3.44 2.71
C -3.76 3.23 0.38
C -5.00 2.62 0.20
C -5.40 2.25 -1.08
C -4.57 2.48 -2.17
C -3.34 3.08 -1.99
C -2.93 3.45 -0.71
H 0.73 5.20 0.15
H 1.44 5.95 2.40
H -0.09 5.66 4.33
H -2.30 4.60 4.02
H -5.64 2.45 1.05
H -6.36 1.78 -1.22
H -4.89 2.20 -3.16
H -2.69 3.27 -2.83
O 0.52 2.16 6.04
C 0.69 0.98 5.80
C 0.47 -0.05 6.85
C 0.04 0.34 8.11
C -0.22 -0.61 9.09
C -0.04 -1.96 8.81
C 0.41 -2.36 7.56
C 0.67 -1.41 6.58
C 1.16 -1.85 5.24
O 1.39 -3.03 5.02
C 1.37 -0.82 4.19
C 1.79 -1.22 2.93
C 1.96 -0.27 1.93
C 1.70 1.07 2.18
C 1.29 1.47 3.45
C 1.13 0.53 4.45
H -0.11 1.39 8.32
H -0.56 -0.30 10.06
H -0.25 -2.70 9.56
H 0.56 -3.40 7.33
H 1.99 -2.26 2.73
H 2.28 -0.58 0.94
H 1.82 1.81 1.40
H 1.09 2.51 3.65
O 3.67 8.04 2.61
C 4.32 9.07 2.52
C 4.16 10.16 3.52
C 3.28 9.99 4.58
C 3.16 10.98 5.54
C 3.91 12.15 5.44
C 4.78 12.33 4.38
C 4.91 11.34 3.41
C 5.83 11.56 2.26
O 6.44 12.60 2.14
C 6.00 10.46 1.28
C 6.89 10.62 0.22
C 7.08 9.60 -0.69
C 6.38 8.40 -0.55
C 5.49 8.23 0.49
C 5.29 9.26 1.41
H 2.70 9.08 4.65
H 2.47 10.85 6.36
H 3.81 12.92 6.19
H 5.36 13.23 4.29
H 7.43 11.55 0.12
H 7.77 9.73 -1.51
H 6.54 7.60 -1.26
H 4.94 7.31 0.61
O -3.28 -1.83 10.51
C -4.39 -2.22 10.23
C -4.94 -2.02 8.86
C -4.15 -1.39 7.90
C -4.63 -1.22 6.61
C -5.90 -1.67 6.28
C -6.70 -2.28 7.23
C -6.23 -2.45 8.52
C -7.10 -3.10 9.54
O -8.24 -3.43 9.27
C -6.55 -3.32 10.91
C -7.33 -3.95 11.86
C -6.82 -4.20 13.12
C -5.52 -3.81 13.44
C -4.74 -3.17 12.49
C -5.25 -2.92 11.23
H -3.16 -1.05 8.17
H -4.01 -0.74 5.87
H -6.27 -1.55 5.27
H -7.69 -2.63 6.97
H -8.34 -4.25 11.61
H -7.44 -4.69 13.87
H -5.12 -4.01 14.43
H -3.73 -2.87 12.73
*
```